[1]
A molecular structure, C27H25BrN7OTi in a non-equilibrium geometry, computed with the ωB97M-V functional and the def2-TZVPD basis.

Results
Energy relative to the best compared isomer or geometry (same formula, charge and spin) (kcal/mol): 0.0
Net charge: +2
Max |F| (Eh/bohr): 0.02181
Orbital gap (alpha / beta) (eV): 7.0076 / 7.0093
LUMO level (alpha / beta) (eV): -6.626 / -6.689
Spin multiplicity: 2

CARTESIAN COORDINATES (ANGSTROEM)
Ti: -0.42 0.58 0.42
Br: 5.69 2.12 -3.87
C: 4.48 1.81 -2.49
C: 4.36 2.73 -1.45
C: 3.46 2.50 -0.43
C: 2.67 1.36 -0.45
C: 2.77 0.45 -1.49
C: 3.69 0.67 -2.51
N: 1.72 1.12 0.60
C: 2.09 1.30 1.81
C: 1.13 1.15 2.91
C: 1.50 1.32 4.23
C: 0.52 1.16 5.21
C: -0.76 0.83 4.83
C: -1.05 0.67 3.48
N: -0.13 0.82 2.54
H: 4.97 3.63 -1.45
H: 3.35 3.24 0.36
H: 2.15 -0.44 -1.51
H: 3.79 -0.04 -3.31
H: 3.13 1.53 2.06
H: 2.51 1.58 4.48
H: 0.78 1.29 6.26
H: -1.55 0.69 5.56
H: -2.05 0.40 3.14
O: -2.14 0.04 0.58
C: -2.92 -1.05 0.78
C: -4.30 -0.90 0.80
C: -5.10 -2.01 1.00
C: -4.52 -3.27 1.19
C: -3.15 -3.41 1.16
C: -2.32 -2.30 0.97
C: -0.86 -2.45 0.96
N: 0.05 -1.52 0.65
C: 1.29 -2.13 0.78
C: 1.12 -3.42 1.15
N: -0.23 -3.60 1.26
H: -4.72 0.08 0.65
H: -6.17 -1.90 1.02
H: -5.15 -4.14 1.34
H: -2.74 -4.40 1.29
H: 2.21 -1.61 0.59
H: 1.83 -4.21 1.35
H: -0.69 -4.45 1.54
N: -1.21 3.90 0.72
C: -0.91 2.82 0.47
H: -1.49 4.86 0.84
C: -0.92 -2.01 -4.45
C: -0.64 -0.80 -3.63
C: -0.42 0.51 -3.98
C: -0.24 1.22 -2.79
N: -0.34 0.39 -1.75
N: -0.58 -0.84 -2.29
C: 0.07 2.67 -2.64
H: -0.82 -1.77 -5.50
H: -1.94 -2.37 -4.28
H: -0.22 -2.82 -4.22
H: -0.38 0.91 -4.98
H: -0.71 -1.63 -1.67
H: 0.34 3.09 -3.61
H: 0.91 2.83 -1.96
H: -0.80 3.22 -2.27

Results of the Mulliken charge analysis, in e, for atoms 1 through 6:
1. Ti -0.04
2. Br -0.11
3. C -0.06
4. C -0.76
5. C -0.09
6. C -0.61


[2]
A molecular structure, C27H25CdIN4O2 in a non-equilibrium geometry, computed with the ωB97M-V functional and the def2-TZVPD basis.

Results
Energy relative to the best compared isomer or geometry (same formula, charge and spin) (kcal/mol): 113.8
Net charge: 0
Max |F| (Eh/bohr): 0.12388
Orbital gap (alpha / beta) (eV): 3.8939 / 3.3736
LUMO level (alpha / beta) (eV): -3.912 / -4.142
Spin multiplicity: 1

CARTESIAN COORDINATES (ANGSTROEM)
C: -1.41 -0.24 4.16
C: -2.69 -0.26 0.50
H: -0.90 -1.01 4.73
H: -2.32 -0.65 3.57
H: -1.71 0.70 4.62
H: -2.66 -1.05 -0.27
H: -3.04 -0.68 1.50
H: -3.22 0.69 0.33
C: 2.02 -1.60 0.69
C: 3.02 -2.36 0.07
C: 2.83 -2.69 -1.28
C: 1.72 -2.18 -1.94
H: 2.12 -1.33 1.75
H: 3.90 -2.67 0.64
H: 3.54 -3.32 -1.82
H: 1.50 -2.39 -2.99
N: 0.94 -1.14 0.10
C: 0.82 -1.33 -1.23
C: -0.24 -0.57 -1.96
N: -0.98 0.27 -1.24
C: -1.86 1.08 -1.80
C: -1.44 0.14 -3.97
C: -2.17 1.03 -3.16
H: -2.41 1.73 -1.13
H: -2.96 1.68 -3.53
C: -0.45 -0.65 -3.37
H: 0.19 -1.33 -3.95
H: -1.64 0.06 -5.03
Cd: -1.32 0.11 2.10
I: 1.58 0.18 3.79
O: -1.24 2.72 3.15
C: -0.54 3.01 2.18
N: 0.02 4.27 1.97
C: 0.89 4.28 0.83
C: 0.59 2.81 0.29
O: 1.08 2.43 -0.76
N: -0.21 2.14 1.17
C: 0.46 5.45 -0.07
C: 0.08 5.24 -1.40
C: -0.39 6.31 -2.17
C: -0.46 7.60 -1.62
C: -0.02 7.82 -0.31
C: 0.41 6.74 0.48
C: 2.35 4.39 1.27
C: 3.24 5.35 0.78
C: 4.54 5.43 1.30
C: 4.97 4.51 2.27
C: 4.10 3.52 2.71
C: 2.79 3.46 2.21
H: -0.06 4.97 2.70
H: 0.18 4.25 -1.83
H: -0.70 6.13 -3.19
H: -0.85 8.42 -2.21
H: -0.01 8.82 0.12
H: 0.73 6.92 1.51
H: 2.92 6.05 0.00
H: 5.21 6.20 0.93
H: 5.98 4.58 2.68
H: 4.41 2.76 3.44
H: 2.12 2.67 2.55

Results of the Mulliken charge analysis, in e, for atoms 1 through 6:
1. C -1.05
2. C -0.97
3. H 0.59
4. H 0.05
5. H 0.49
6. H 0.40


[3]
A molecular structure, C27H25Cl6N3O4S2Tl in a non-equilibrium geometry, computed with the ωB97M-V functional and the def2-TZVPD basis.

Results
Energy relative to the best compared isomer or geometry (same formula, charge and spin) (kcal/mol): 25.8
Net charge: -1
Max |F| (Eh/bohr): 0.02450
Orbital gap (eV): 7.1329
LUMO level (eV): 2.111
Spin multiplicity: 1

CARTESIAN COORDINATES (ANGSTROEM)
Tl: -1.38 0.90 0.14
C: -2.48 0.25 2.83
C: -3.06 0.02 1.51
C: -2.73 -1.39 1.17
C: -1.91 -1.87 2.15
C: -1.75 -0.85 3.17
C: -0.95 -1.03 4.43
C: -1.33 -3.25 2.24
C: -3.23 -2.11 -0.04
C: -4.37 0.67 1.14
C: -2.76 1.45 3.68
H: -0.07 -0.39 4.44
H: -0.61 -2.06 4.53
H: -1.54 -0.79 5.31
H: -0.26 -3.22 2.45
H: -1.47 -3.80 1.31
H: -1.81 -3.82 3.04
H: -2.42 -2.38 -0.72
H: -3.92 -1.49 -0.61
H: -3.75 -3.03 0.23
H: -4.70 0.38 0.14
H: -4.29 1.75 1.17
H: -5.15 0.37 1.85
H: -2.45 2.38 3.21
H: -2.25 1.36 4.64
H: -3.83 1.53 3.88
Cl: 0.30 -1.99 -0.51
C: 1.21 -0.95 0.56
C: 0.61 0.19 1.09
C: 1.40 0.98 1.89
Cl: 0.73 2.41 2.60
C: 2.74 0.69 2.15
Cl: 3.72 1.75 3.11
C: 3.30 -0.47 1.62
Cl: 4.95 -0.87 1.95
C: 2.52 -1.31 0.84
Cl: 3.19 -2.80 0.27
Cl: -1.92 3.27 -2.01
C: -0.95 4.27 -0.87
C: -1.51 4.15 0.54
O: -1.60 5.17 1.20
O: -1.82 2.98 0.95
H: -0.99 5.30 -1.22
H: 0.07 3.89 -0.91
N: 5.82 -2.49 -3.10
C: 4.84 -1.52 -2.90
C: 5.16 -0.30 -2.29
C: 4.18 0.64 -2.05
C: 2.86 0.38 -2.41
C: 2.54 -0.83 -3.00
C: 3.52 -1.77 -3.25
S: 1.67 1.66 -2.17
O: 1.57 2.38 -3.42
O: 2.08 2.38 -0.99
N: 0.32 0.90 -1.81
C: -0.60 0.52 -2.71
S: -0.53 0.58 -4.45
C: -2.13 -0.08 -4.51
C: -2.60 -0.27 -3.27
N: -1.74 0.06 -2.25
H: 6.77 -2.15 -3.13
H: 5.63 -3.15 -3.84
H: 6.19 -0.11 -1.99
H: 4.43 1.57 -1.56
H: 1.50 -1.05 -3.25
H: 3.25 -2.72 -3.69
H: -2.63 -0.25 -5.45
H: -3.58 -0.65 -3.02

Results of the Mulliken charge analysis, in e, for atoms 1 through 6:
1. Tl 1.51
2. C 0.15
3. C 2.22
4. C -0.04
5. C 0.92
6. C 0.70